Entry from OMol25: a molecular structure, C29H65I2N2O9PS3Si2 (ωB97M-V/def2-TZVPD).

**Net charge**: 0
**LUMO**: -0.36 eV
**Gap between HOMO and LUMO**: 8.214 eV
**Multiplicity**: 1
**Calculated total energy**: -126289.076 eV

```
113
Properties=species:S:1:pos:R:3:forces:R:3
C 3.285255 -6.720098 4.283432 0.0825 0.1722 -0.1255
C 2.232712 -6.551976 3.187670 0.0703 0.4125 0.0846
C 1.304600 -5.340080 3.444872 0.7205 -0.4286 -0.5424
C 1.895358 -4.061771 2.812694 -0.3702 0.0079 0.6649
Si 0.775765 -2.572038 3.044618 -0.4486 -0.1888 0.1369
C -0.945761 -2.864097 2.379031 0.0753 -0.1828 0.1475
C -1.039509 -3.849245 1.203630 -0.0872 0.1612 -0.3577
C -1.845800 -3.358567 -0.013895 0.0572 -0.2448 0.0969
S -3.325376 -2.421012 0.377087 -0.1654 0.1053 0.1728
C -2.810525 -0.739764 0.359445 0.3325 0.2160 -0.0593
S -1.355454 -0.246838 -0.196351 -0.0519 0.0890 -0.2400
N -3.742297 0.199323 0.835297 -0.5544 -1.0288 0.1137
C -4.634218 0.744972 -0.210545 0.5090 0.2301 -0.1568
C -5.923168 -0.036651 -0.334318 0.0561 0.4110 0.3651
O -6.589402 -0.015115 0.919681 -0.1829 -0.2425 -0.2107
C -5.853548 -0.784010 1.848216 0.1690 0.1984 0.1782
C -4.470682 -0.178862 2.069601 -0.0475 0.2510 -0.1137
O 1.316563 -1.219272 2.220420 0.4537 -0.5838 0.0306
Si 2.681766 -1.219200 1.284721 0.0854 0.3745 -0.2566
C 2.372639 -2.180741 -0.291833 0.2218 0.1419 0.0032
C 3.432554 -3.216955 -0.686580 -0.2848 -0.4980 -0.0978
C 2.769587 -4.437705 -1.316441 -0.0710 0.0657 0.1824
O 3.719877 -5.269197 -1.964550 -0.0548 0.4424 -0.1801
N 4.110666 -1.640673 2.169058 0.1775 0.3477 -0.2419
C 5.386079 -0.959265 1.784566 0.0589 -0.8559 0.1593
C 6.575667 -1.662751 2.443489 -0.1774 0.1848 0.3779
C 6.898154 -1.145540 3.854187 -0.0831 -0.1176 -0.1494
P 2.843792 0.955297 0.673939 -0.0664 0.1745 -0.5044
O 3.243948 1.858429 1.957050 0.0337 -0.0467 -0.1539
O 1.307241 1.364547 0.391458 0.1861 -0.1962 0.1791
S 3.910834 1.256237 -0.897567 0.1266 0.0007 0.1603
C 0.702796 -2.037514 4.870708 -0.3864 0.9033 -0.2386
I -0.575263 -3.318889 5.998031 0.2664 -0.5391 -0.0822
C 0.213023 -0.556753 4.837935 0.2397 -0.2017 0.1404
C 1.411712 0.399070 4.758103 -0.2513 -0.1314 -0.3861
I -1.035746 0.062151 6.484586 -0.0248 0.4296 -0.0633
H 3.695824 -7.725513 4.317559 0.0332 -0.0962 -0.0259
H 2.886676 -6.476649 5.266766 -0.1092 -0.1261 0.0957
H 4.116444 -6.037274 4.104959 0.0828 0.0343 0.0722
H 1.649748 -7.458857 3.045261 -0.0798 -0.1000 0.1548
H 2.762798 -6.363716 2.251756 -0.0753 -0.2161 -0.2025
H 1.233225 -5.213776 4.519369 -0.4187 0.0326 0.1050
H 0.331693 -5.561736 3.012538 -0.2502 0.1375 0.1792
H 2.827952 -3.856378 3.343145 0.2519 0.0710 -0.2507
H 2.092504 -4.288132 1.764825 0.1955 0.2387 -0.1650
H -1.285033 -1.874457 2.078247 -0.0298 0.1035 -0.0526
H -1.621591 -3.190856 3.166107 -0.0336 0.0341 0.1140
H -0.057594 -4.108490 0.800378 0.1187 -0.0566 0.0499
H -1.472835 -4.788886 1.540762 -0.0272 -0.0372 0.1299
H -2.201506 -4.219298 -0.579223 -0.0638 -0.0176 -0.0661
H -1.244630 -2.755766 -0.685962 0.0554 0.1665 -0.0182
H -4.095186 0.743403 -1.156904 0.0997 0.0175 -0.0119
H -4.856417 1.781882 0.035442 -0.0963 0.0762 0.0992
H -5.731284 -1.069576 -0.632274 -0.0294 -0.1188 -0.1512
H -6.564558 0.454339 -1.062025 -0.1397 -0.0815 -0.0449
H -5.776362 -1.823148 1.519034 -0.0718 -0.0930 -0.1101
H -6.407176 -0.755892 2.783991 -0.0322 -0.0579 0.0763
H -4.593055 0.733923 2.653060 0.0231 0.1319 -0.0283
H -3.842155 -0.850832 2.648898 0.0342 -0.0571 0.0689
H 1.376999 -2.628138 -0.225752 -0.0543 -0.1065 0.0858
H 2.298346 -1.446663 -1.096634 -0.1030 0.1080 -0.0085
H 4.010742 -3.579146 0.165515 0.1580 0.0831 0.0553
H 4.133791 -2.819211 -1.416064 0.0994 0.1822 0.0455
H 2.005333 -4.111738 -2.025316 0.0821 -0.0048 -0.2243
H 2.241794 -4.999768 -0.538505 -0.0695 -0.0240 0.0497
H 3.723000 -6.117173 -1.535946 0.0637 -0.4696 0.1480
H 4.313289 -2.630720 2.102956 -0.2006 -0.1636 0.2307
H 5.368279 0.071608 2.123107 -0.0973 0.2214 -0.2210
H 5.521304 -1.001288 0.704432 -0.0075 0.3031 -0.1229
H 7.441796 -1.578367 1.791449 0.0806 0.1069 -0.0260
H 6.348253 -2.726815 2.527302 0.0880 -0.1466 -0.2361
H 6.531925 -0.130426 3.993985 0.0573 0.1372 -0.0113
H 7.969455 -1.143915 4.034629 0.0828 -0.0204 0.0903
H 6.429392 -1.762986 4.616500 -0.0383 -0.0127 0.0964
H 3.391566 1.298708 2.722550 0.0441 -0.0190 0.3929
H 0.715451 0.865808 0.975189 -0.2799 0.1629 0.0315
H 1.688748 -2.026310 5.327205 -0.0112 -0.3523 0.2749
H -0.425594 -0.404192 3.973170 -0.1959 0.0269 0.0433
H 1.677154 0.795888 5.730512 0.1604 -0.0261 0.0998
H 1.175643 1.222155 4.086617 -0.0165 0.1986 0.1036
H 2.256952 -0.133207 4.321431 0.1611 0.0005 0.0864
C 1.302233 3.375907 -2.538804 -0.0193 -0.0846 -0.0651
O 0.028809 3.323337 -3.171406 0.0207 0.1854 -0.0032
C -1.040193 3.660097 -2.307326 0.0104 -0.1696 -0.1243
C -1.501500 5.088276 -2.498551 -0.0365 0.1141 0.1390
O -0.506052 6.031007 -2.141357 0.0392 -0.0393 -0.0424
C 0.212736 6.539722 -3.249897 -0.0039 0.0168 0.0144
H 2.058316 3.359602 -3.322479 -0.0239 -0.0320 -0.0263
H 1.425338 4.287095 -1.948878 -0.0257 0.0072 0.0041
H 1.446064 2.506936 -1.896839 0.0071 0.0277 0.0427
H -0.761047 3.487019 -1.263147 0.0054 0.0119 0.0174
H -1.874064 2.991251 -2.547486 -0.0269 0.0043 0.0496
H -2.366162 5.268734 -1.851253 -0.0176 -0.0189 -0.0200
H -1.817818 5.243693 -3.535695 0.0173 -0.0143 -0.0266
H -0.386459 7.278160 -3.795358 0.0059 -0.0257 -0.0367
H 0.512553 5.744252 -3.935337 0.0006 -0.0051 -0.0050
H 1.106003 7.028399 -2.864497 -0.0192 0.0262 0.0241
C -5.889686 6.293877 -7.844727 -0.0399 -0.0296 -0.0023
O -5.486324 5.223155 -7.011455 0.0546 0.0869 0.0250
C -4.214750 4.691209 -7.344926 -0.1433 -0.1152 0.0599
C -3.118264 5.223597 -6.449991 0.1963 0.0771 -0.0588
O -2.926447 6.619601 -6.609119 -0.1089 0.0101 -0.0039
C -3.553476 7.396490 -5.605000 0.0446 0.0012 -0.0013
H -6.725250 6.792066 -7.355778 -0.0221 -0.0297 0.0053
H -5.084663 7.016628 -7.993951 0.0089 -0.0001 -0.0049
H -6.225087 5.920737 -8.818767 0.0356 0.0282 -0.0207
H -3.976731 4.894614 -8.393760 0.0173 0.0263 -0.0076
H -4.274340 3.606239 -7.216319 0.0310 -0.0030 -0.0224
H -2.177232 4.734181 -6.718371 -0.0110 -0.0323 0.0277
H -3.334840 4.984713 -5.403952 -0.0473 -0.0175 0.0055
H -2.981607 7.357793 -4.670974 -0.0379 -0.0121 0.0217
H -4.575199 7.061129 -5.413531 -0.0078 -0.0038 0.0035
H -3.579800 8.426617 -5.956551 0.0410 0.0049 -0.0034
```
Forces are in eV/Å.